No. 1
The following is a quantum chemistry calculation of C21H15Cl5N2O4SSiTi as an isolated structure at a distorted geometry, from the Open Molecules 2025 dataset.

Summary:
- energy above the lowest of the compared OMol25 structures with the same formula, charge and spin (kJ/mol) = 58.3
- E_LUMO (spin up / spin down) (eV) = 3.826 / 3.826
- expectation value of S² = 2.031
- HOMO energy (spin up / spin down) (eV) = -0.11 / -2.80

Geometry as ORCA input:
```
! wB97M-V def2-TZVPD RIJCOSX def2/J DEFGRID3
* xyz -2 3
Ti 0.244 -0.044 -0.057
O 3.068 -5.706 -2.846
C 1.845 -5.487 -2.921
O 0.938 -6.152 -3.462
C 1.358 -4.225 -2.166
C 0.018 -3.861 -2.182
C -0.394 -2.722 -1.520
N 0.447 -1.932 -0.839
C 1.745 -2.300 -0.794
C 2.231 -3.414 -1.448
C 2.659 -1.353 -0.028
O 3.775 -1.696 0.292
O 2.121 -0.181 0.220
H -0.678 -4.481 -2.729
H -1.434 -2.411 -1.524
H 3.281 -3.661 -1.398
C 0.295 0.019 5.484
Si -0.495 1.643 5.005
C 0.390 2.983 5.995
C -2.284 1.610 5.590
C -0.394 2.140 3.220
C -0.417 3.541 2.905
C -0.313 3.949 1.575
C -0.136 3.017 0.584
N -0.084 1.666 0.855
C -0.281 1.257 2.166
S -0.465 -0.501 2.241
H 0.373 -0.043 6.574
H 1.294 -0.074 5.054
H -0.289 -0.824 5.119
H 0.424 2.734 7.060
H -0.100 3.953 5.892
H 1.416 3.090 5.635
H -2.353 1.518 6.679
H -2.802 0.758 5.142
H -2.810 2.518 5.287
H -0.544 4.279 3.688
H -0.359 5.000 1.313
H -0.019 3.290 -0.458
Cl -2.784 0.078 -0.528
C -1.919 0.486 -1.998
C -0.543 0.571 -1.864
C 0.152 0.865 -3.036
Cl 1.891 0.961 -2.935
C -0.477 1.077 -4.255
Cl 0.442 1.474 -5.667
C -1.865 0.965 -4.339
Cl -2.672 1.219 -5.848
C -2.596 0.652 -3.198
Cl -4.318 0.485 -3.276
*
```

---

No. 2
The following is a quantum chemistry calculation of C24H24BN12O3PtS as an isolated structure, from the Open Molecules 2025 dataset.

Summary:
- energy above the lowest of the compared OMol25 structures with the same formula, charge and spin (kJ/mol) = 87.5
- E_LUMO (spin up / spin down) (eV) = -5.264 / -9.098
- expectation value of S² = 8.814
- HOMO energy (spin up / spin down) (eV) = -12.43 / -13.82

Geometry as ORCA input:
```
! wB97M-V def2-TZVPD RIJCOSX def2/J DEFGRID3
* xyz 2 6
Pt -0.189 -0.482 0.125
C -3.289 -3.525 -0.122
C -2.444 -2.684 0.605
N -1.716 -1.953 -0.233
N -2.069 -2.291 -1.493
C -3.015 -3.250 -1.442
B -1.381 -1.647 -2.718
N -1.534 -0.110 -2.618
C -1.807 0.789 -3.584
C -1.951 2.027 -2.997
C -1.737 1.797 -1.638
N -1.493 0.508 -1.419
N 0.168 -1.984 -2.578
C 0.993 -2.713 -3.284
C 2.262 -2.792 -2.571
C 2.079 -2.065 -1.436
N 0.819 -1.556 -1.436
N -1.990 -2.147 -3.991
C -3.261 -1.898 -4.417
C -3.455 -2.580 -5.585
C -2.230 -3.237 -5.814
N -1.353 -2.985 -4.860
H -3.997 -4.236 0.264
H -2.322 -2.573 1.669
H -3.426 -3.671 -2.346
H -1.894 0.491 -4.616
H -2.192 2.957 -3.482
H -1.769 2.494 -0.815
H 0.663 -3.125 -4.230
H 3.150 -3.311 -2.894
H 2.752 -1.818 -0.631
H -3.930 -1.266 -3.854
H -4.340 -2.601 -6.196
H -1.959 -3.884 -6.635
N -0.617 4.763 5.598
C -0.373 3.612 5.001
C 0.733 2.806 5.429
C 0.972 1.616 4.816
C 0.130 1.199 3.761
C -0.962 1.978 3.322
C -1.220 3.168 3.928
S 0.473 -0.376 3.033
O -0.794 -0.822 2.448
O 1.082 -1.166 4.044
N 1.344 -0.064 1.737
C 2.743 0.083 1.828
N 3.253 0.457 2.997
C 4.579 0.600 3.027
C 5.372 0.412 1.909
C 4.717 0.067 0.743
N 3.392 -0.108 0.685
H -0.046 5.086 6.368
H -1.409 5.337 5.341
H 1.352 3.144 6.250
H 1.783 0.971 5.125
H -1.609 1.603 2.539
H -2.069 3.773 3.634
H 5.011 0.883 3.979
H 6.443 0.543 1.943
H 5.261 -0.079 -0.183
C 1.321 2.968 -0.007
C 1.158 1.672 -0.767
O 1.675 1.382 -1.783
H 1.400 3.795 -0.714
H 2.258 2.887 0.550
H 0.503 3.129 0.692
*
```

---

No. 3
The following is a quantum chemistry calculation of a 2-piece molecular cluster, C4H9N3O overall at a distorted geometry, from the Open Molecules 2025 dataset.

Summary:
- energy above the lowest of the compared OMol25 structures with the same formula, charge and spin (kJ/mol) = 398.3
- SMILES = [H]/N=N/N(C)C=C.C=O
- E_LUMO (eV) = 0.582
- HOMO energy (eV) = -8.64

Geometry as ORCA input:
```
! wB97M-V def2-TZVPD RIJCOSX def2/J DEFGRID3
* xyz 0 1
H 3.288 -1.095 0.298
N 2.404 -0.824 -0.137
N 1.879 0.069 0.588
N 0.744 0.599 0.163
C 0.050 1.399 1.132
C 0.115 0.207 -1.014
C -1.035 0.713 -1.471
H -0.865 0.795 1.451
H -0.241 2.356 0.701
H 0.707 1.541 1.987
H 0.748 -0.425 -1.621
H -1.701 1.297 -0.863
H -1.404 0.415 -2.437
C -1.158 -1.739 0.283
O -1.586 -1.103 1.220
H -0.152 -2.190 0.290
H -1.792 -2.017 -0.570
*
```

---

No. 4
The following is a quantum chemistry calculation of C13H46B2Cl2HgO14P2 as an isolated structure at a distorted geometry, from the Open Molecules 2025 dataset.

Summary:
- E_LUMO (spin up / spin down) (eV) = -3.503 / -8.747
- expectation value of S² = 0.758
- HOMO energy (spin up / spin down) (eV) = -12.11 / -12.11

Geometry as ORCA input:
```
! wB97M-V def2-TZVPD RIJCOSX def2/J DEFGRID3
* xyz 1 2
Hg -1.829 -0.986 0.081
B 0.423 -0.449 -0.641
H 1.455 -0.134 -0.627
H -0.228 0.344 -0.308
H 0.131 -0.669 -1.656
H 0.340 -1.325 -0.017
B -2.744 1.253 0.260
H -3.353 0.464 0.673
H -1.971 1.433 0.992
H -2.263 0.871 -0.627
H -3.330 2.139 0.071
C 1.517 0.261 2.663
O 0.301 0.469 3.450
P -0.876 -0.597 3.575
O -1.460 -0.964 2.243
O -0.125 -1.791 4.438
C 0.677 -2.796 3.767
O -1.960 -0.008 4.643
C -3.308 -0.450 4.702
H 2.280 0.804 3.221
H 1.480 0.785 1.708
H 1.843 -0.761 2.473
H 0.164 -3.755 3.830
H 1.698 -2.811 4.149
H 0.843 -2.598 2.708
H -3.680 -0.576 5.718
H -3.568 -1.399 4.233
H -3.839 0.430 4.338
C 4.244 7.174 -0.942
O 4.246 5.872 -0.266
P 3.041 5.467 0.741
O 2.466 6.686 1.375
O 2.138 4.452 -0.153
C 2.668 3.350 -0.859
O 3.759 4.485 1.721
C 2.937 3.859 2.788
H 5.208 7.531 -0.580
H 3.438 7.861 -0.686
H 4.329 7.002 -2.015
H 2.156 2.393 -0.753
H 3.608 3.104 -0.365
H 2.915 3.612 -1.887
H 3.252 4.149 3.790
H 3.279 2.828 2.698
H 1.878 4.103 2.709
C 2.365 -2.421 -2.597
C 3.449 -3.322 -3.237
O 2.925 -4.550 -3.697
O 2.960 -1.188 -2.238
H 2.013 -2.896 -1.681
H 1.603 -2.148 -3.327
H 4.402 -3.355 -2.709
H 3.711 -2.701 -4.093
H 2.233 -4.384 -4.342
H 2.273 -0.626 -1.873
C -3.961 -2.969 1.212
C -2.856 -4.057 0.892
O -1.698 -3.350 0.734
O -4.098 -1.974 0.245
H -3.754 -2.533 2.189
H -4.924 -3.432 1.425
H -2.960 -4.683 0.006
H -2.742 -4.819 1.663
H -1.051 -4.041 0.580
H -5.018 -1.700 0.255
C -3.123 -1.936 -3.150
C -2.224 -3.114 -3.530
O -1.532 -2.789 -4.733
O -2.421 -1.032 -2.314
H -3.869 -2.292 -2.440
H -3.581 -1.425 -3.997
H -2.826 -3.996 -3.749
H -1.472 -3.235 -2.751
H -0.901 -3.471 -4.977
H -1.857 -0.577 -2.944
C -1.123 2.722 -2.289
Cl -1.221 1.758 -3.753
Cl -0.400 4.235 -2.620
H -2.100 2.984 -1.882
H -0.405 2.204 -1.653
*
```

---

No. 5
The following is a quantum chemistry calculation of H22NeO11 as an isolated structure, from the Open Molecules 2025 dataset.

Summary:
- energy above the lowest of the compared OMol25 structures with the same formula, charge and spin (kJ/mol) = 93.3
- E_LUMO (eV) = -0.148
- HOMO energy (eV) = -10.73

Geometry as ORCA input:
```
! wB97M-V def2-TZVPD RIJCOSX def2/J DEFGRID3
* xyz 0 1
Ne -0.212 -0.201 0.431
O -0.667 -4.637 -0.779
H -1.097 -4.229 -1.531
H -0.176 -3.925 -0.369
O 0.510 1.223 -2.506
H -0.006 1.949 -2.155
H 0.680 1.467 -3.416
O -2.017 -0.501 -2.337
H -1.067 -0.498 -2.452
H -2.273 -1.411 -2.488
O 2.048 2.707 2.098
H 2.296 3.563 1.747
H 1.108 2.779 2.265
O -0.565 -1.718 2.832
H -0.349 -2.506 3.331
H -1.338 -1.961 2.323
O 2.638 2.760 -0.964
H 2.060 2.257 -0.390
H 3.478 2.304 -0.917
O -0.901 1.025 3.335
H -1.544 1.283 2.675
H -0.842 0.073 3.253
O -3.034 -1.000 0.290
H -3.126 -0.244 0.870
H -2.629 -0.646 -0.502
O 2.245 -0.773 -1.783
H 1.727 0.031 -1.768
H 1.841 -1.332 -1.119
O -1.069 3.166 -1.076
H -0.953 3.337 -0.141
H -0.511 3.811 -1.509
O 1.110 -2.769 0.556
H 0.663 -2.371 1.302
H 1.972 -3.013 0.894
*
```

---

No. 6
The following is a quantum chemistry calculation of a 3-piece molecular cluster, C18H34ClN2O10S2 overall, from the Open Molecules 2025 dataset.

Summary:
- E_LUMO (spin up / spin down) (eV) = 0.255 / -0.053
- expectation value of S² = 0.754
- HOMO energy (spin up / spin down) (eV) = -8.74 / -9.56

Geometry as ORCA input:
```
! wB97M-V def2-TZVPD RIJCOSX def2/J DEFGRID3
* xyz 0 2
C 5.636 -1.698 -0.353
C 4.921 -1.890 -1.689
C 3.618 -1.098 -1.815
N 2.515 -1.825 -1.188
C 1.210 -1.150 -1.033
C 1.217 -0.520 0.384
C 2.096 0.687 0.531
O 1.977 1.753 0.031
Cl 3.484 0.418 1.652
C 0.927 -0.184 -2.186
C -0.508 0.349 -2.357
C -0.626 0.953 -3.773
C -0.896 1.440 -1.351
N -1.472 -0.786 -2.277
O -2.684 -0.478 -2.534
C -1.326 -1.864 -1.262
C -2.033 -1.453 0.054
C -2.040 -3.098 -1.835
C 0.148 -2.255 -1.081
H 6.619 -2.170 -0.349
H 5.029 -2.116 0.457
H 5.753 -0.631 -0.136
H 5.579 -1.617 -2.518
H 4.683 -2.954 -1.822
H 3.435 -0.910 -2.883
H 3.732 -0.130 -1.318
H 2.368 -2.689 -1.693
H 0.217 -0.214 0.696
H 1.572 -1.287 1.072
H 1.166 -0.740 -3.100
H 1.584 0.690 -2.170
H 0.112 0.529 -4.456
H -0.460 2.033 -3.739
H -1.627 0.785 -4.166
H -1.895 1.809 -1.599
H -0.189 2.264 -1.442
H -0.893 1.113 -0.313
H -1.399 -1.607 0.931
H -2.402 -0.430 0.025
H -2.910 -2.089 0.202
H -1.905 -3.936 -1.146
H -1.594 -3.381 -2.793
H -3.099 -2.891 -1.979
H 0.212 -2.850 -0.163
H 0.420 -2.927 -1.903
C -6.913 0.293 -0.705
C -5.609 1.066 -0.733
O -5.457 1.507 0.628
S -6.027 0.400 1.628
O -4.965 -0.429 2.074
O -6.899 1.029 2.550
O -6.865 -0.417 0.542
H -7.780 0.955 -0.704
H -6.995 -0.430 -1.512
H -5.646 1.941 -1.374
H -4.761 0.435 -1.008
C 2.991 1.978 4.868
C 1.818 2.758 4.308
O 1.425 3.604 5.399
S 2.709 4.045 6.242
O 3.155 5.322 5.817
O 2.450 3.780 7.610
O 3.707 2.947 5.647
H 2.663 1.167 5.523
H 3.639 1.590 4.092
H 0.976 2.127 4.039
H 2.111 3.376 3.458
*
```